{
  "formula": "C4H13N4O",
  "method": "ωB97M-V/def2-TZVPD",
  "symbols": ["C", "C", "N", "N", "N", "H", "H", "H", "H", "H", "H", "H", "H", "C", "C", "O", "N", "H", "H", "H", "H", "H"],
  "coordinates": [[-1.211, -0.033, -2.952], [-0.497, 1.569, -1.195], [-0.586, 0.347, -1.683], [-0.856, 2.626, -1.920], [-0.063, 1.714, 0.045], [-0.173, -0.387, -1.133], [-1.227, -1.118, -2.990], [-0.573, 0.183, -3.814], [-0.732, 2.628, -2.920], [-0.992, 3.520, -1.485], [0.102, 0.849, 0.561], [-0.044, 2.560, 0.586], [-2.180, 0.406, -2.986], [1.654, -1.031, 2.989], [0.768, -1.567, 1.924], [0.407, -0.852, 0.979], [0.337, -2.829, 1.995], [2.600, -0.702, 2.571], [1.825, -1.684, 3.845], [-0.243, -3.145, 1.237], [0.528, -3.494, 2.721], [1.132, -0.217, 3.501]],
  "charge": 1,
  "multiplicity": 1,
  "e_homo_ev": -13.856,
  "orbital_gap_ha": 0.41951,
  "fmax_ev_per_a": 1.49,
  "relative_energy_kcal_mol": 4.1
}